(1)
Below is one molecule with the formula C5H6O at a distorted geometry, with properties calculated with the ωB97M-V functional and the def2-TZVPD basis.

The geometry in XYZ format:
```
12
Properties=species:S:1:pos:R:3:mulliken_charge:R:1
C -0.48126 -1.79498 0.41465 -1.019
C -1.19166 -0.46954 0.20137 0.157
C -0.68279 0.71480 -0.06815 0.309
C 0.25269 1.79713 -0.31988 -0.941
C -2.29322 0.44842 -0.10986 0.413
O -3.52853 0.63667 -0.13160 -0.607
H 0.48847 -1.51748 0.70135 0.359
H -0.26536 -2.46086 -0.50316 0.260
H -0.93705 -2.39781 1.30102 0.255
H 1.27966 1.43575 -0.77758 0.256
H 0.50845 2.31001 0.60971 0.262
H -0.22217 2.55802 -0.96519 0.297
```

As for the highest occupied orbital energy: -8.46 eV. The calculation puts the total energy at -7326.22098 eV. The SMILES is Cc1c(C)c1=O. Its spin multiplicity is 1. As for the energy above the lowest of the compared OMol25 structures with the same formula, charge and spin: 70.6 kcal/mol. The calculation puts the LUMO energy at 0.6 eV. The HOMO-LUMO gap comes out at 0.3336 Ha. The maximum force comes out at 5.30 eV/A. As for the molecular weight: 82.1 g mol⁻¹.


(2)
Below is C8H16CrO4 as an isolated structure at a distorted geometry, with properties calculated with the ωB97M-V functional and the def2-TZVPD basis.

The geometry in XYZ format:
```
29
Properties=species:S:1:pos:R:3:mulliken_spin:R:1
C -2.04337 1.99190 0.73794 -0.038
H -1.47859 2.45857 1.55701 0.043
H -2.92631 2.58453 0.47965 0.005
O 0.82611 -1.64895 1.75721 0.011
C -0.22930 -1.81211 2.64060 0.000
C -1.56289 -1.42021 2.01307 0.029
O -1.31285 -0.16320 1.35087 0.076
C -2.36869 0.62715 0.98598 0.683
Cr 0.54549 -0.26700 0.48181 3.982
H -0.07721 -1.17018 3.53246 -0.001
H -0.33541 -2.85675 2.99102 0.004
H -2.35122 -1.28746 2.76591 -0.005
H -1.90063 -2.13537 1.24833 0.008
H -3.23443 0.08323 0.60433 -0.001
C -0.77239 2.35130 -0.62172 0.204
O 0.22258 1.35825 -0.71973 -0.026
C 0.65741 1.11861 -2.06584 -0.013
C 1.90457 0.27561 -2.02052 -0.004
O 1.62683 -0.80840 -1.13785 0.017
C 2.56723 -1.87669 -1.20851 0.017
H -1.45710 2.32440 -1.47644 -0.017
H 0.87004 2.06932 -2.57203 0.005
H -0.15451 0.59233 -2.58920 0.012
H 2.77623 0.84033 -1.65835 0.001
H 2.12673 -0.09871 -3.02953 0.010
H 2.39990 -2.51121 -0.33273 -0.005
H 2.39188 -2.45732 -2.12337 0.000
H 3.59010 -1.47651 -1.18784 0.003
H -0.30020 3.31454 -0.40254 0.001
```

As for the highest occupied orbital energy (spin up / spin down): -11.25 / -12.62 eV. The calculation puts the total energy at -45157.66503 eV. Its expectation value of S² is 8.771. Its spin multiplicity is 6. The calculation puts the LUMO energy (spin up / spin down) at -2.5 / -3.7 eV. The HOMO-LUMO gap (spin up / spin down) comes out at 0.3202 / 0.3291 Ha. Its charge is +1. The maximum force comes out at 3.33 eV/A. As for the molecular weight: 228.2 g mol⁻¹.


(3)
Below is a 3-piece molecular cluster, C17H21BrF13N3O5 overall at a distorted geometry, with properties calculated with the ωB97M-V functional and the def2-TZVPD basis.

The geometry in XYZ format:
```
60
Properties=species:S:1:pos:R:3:mulliken_charge:R:1
O 3.42480 1.42635 0.47580 -0.463
C 4.11740 1.51433 -0.51164 0.494
Br 4.61516 -0.12003 -1.47846 -0.154
C 4.66962 2.82610 -1.05004 -0.491
O 3.61444 3.70962 -1.37907 -0.266
C 3.25016 3.64379 -2.67468 0.518
O 3.14497 2.57911 -3.25904 -0.584
N 3.00536 4.86399 -3.29236 -0.270
C 1.91548 5.65388 -2.66157 -0.958
C 0.59614 4.86441 -2.55267 -0.930
C 0.21919 4.46934 -1.13552 1.071
F 1.28468 4.52608 -0.31701 -0.271
F -0.67533 5.35380 -0.64669 -0.340
C -0.32499 3.01098 -1.04196 0.221
F 0.72775 2.19916 -1.00566 -0.201
F -1.05290 2.77331 -2.15460 -0.350
C -1.24851 2.74877 0.16383 0.675
F -0.64169 3.29022 1.24342 -0.305
F -2.42073 3.36532 0.01181 -0.285
C -1.48165 1.26143 0.53397 0.518
F -2.23048 1.29463 1.65029 -0.342
F -0.33077 0.65924 0.84998 -0.244
C -2.24923 0.38568 -0.50952 0.630
F -3.00260 1.11320 -1.33329 -0.263
F -3.06145 -0.43663 0.17288 -0.248
C -1.35282 -0.55380 -1.35921 0.498
F -0.39258 0.09779 -2.00208 -0.178
F -0.84114 -1.52592 -0.60670 -0.127
F -2.15626 -1.12803 -2.27534 -0.284
H 5.33772 2.67318 -1.88561 0.472
H 5.20926 3.28211 -0.23149 0.283
H 2.66371 4.59953 -4.20588 0.366
H 1.74268 6.47884 -3.33868 0.419
H 2.23864 6.09089 -1.72868 0.406
H -0.20697 5.49290 -2.91237 0.557
H 0.64615 4.02166 -3.23237 0.424
C 0.42623 -3.42189 1.44478 -0.747
N 1.75829 -3.56367 1.99956 0.134
C 1.90104 -3.99635 3.37896 -0.974
C 2.86890 -3.31000 1.28313 0.168
O 4.00392 -3.41846 1.70356 -0.633
H -0.13715 -2.68389 2.02034 0.295
H -0.09787 -4.37702 1.49363 0.315
H 0.48528 -3.09914 0.41131 0.227
H 2.43379 -3.23814 3.95436 0.311
H 2.47628 -4.92167 3.42217 0.315
H 0.91685 -4.16001 3.81079 0.333
H 2.65252 -2.98692 0.24979 0.261
C -5.41546 -4.63917 1.74897 -0.934
N -3.97192 -4.52832 1.81706 0.162
C -3.27896 -3.65701 0.88312 -0.966
C -3.24075 -5.20656 2.72044 0.082
O -2.03022 -5.14389 2.81410 -0.530
H -5.71694 -5.01341 0.76864 0.322
H -5.87449 -3.66199 1.91146 0.321
H -5.77332 -5.32644 2.51220 0.306
H -2.56843 -4.23834 0.29370 0.312
H -2.72528 -2.89466 1.43211 0.266
H -3.99466 -3.17832 0.22018 0.419
H -3.85087 -5.84000 3.38586 0.235
```

As for the highest occupied orbital energy: -8.68 eV. The calculation puts the total energy at -138047.45657 eV. The SMILES is O=C(Br)COC(=O)NCCC(F)(F)C(F)(F)C(F)(F)C(F)(F)C(F)(F)C(F)(F)F.CN(C)C=O.CN(C)C=O. Its spin multiplicity is 1. The calculation puts the LUMO energy at 0.4 eV. The HOMO-LUMO gap comes out at 0.3339 Ha. The maximum force comes out at 2.60 eV/A. As for the molecular weight: 674.2 g mol⁻¹.


(4)
Below is C12H37BCdCrF2N3O7S as an isolated structure at a distorted geometry, with properties calculated with the ωB97M-V functional and the def2-TZVPD basis.

The geometry in XYZ format:
```
65
Properties=species:S:1:pos:R:3:mulliken_spin:R:1
Cr -0.28163 3.10218 -0.04984 3.067
Cd 2.44697 1.13797 1.88132 0.000
F 0.87154 1.42067 0.38392 -0.015
F 0.50390 3.26511 -1.81428 0.018
B 3.44015 2.07842 -2.60567 -0.001
H 2.48299 1.88045 -1.98338 -0.001
H 3.39881 3.19375 -2.89882 0.000
H 4.43895 1.87861 -2.04946 0.000
H 3.41020 1.42918 -3.56439 0.000
S 0.87406 3.89749 2.28844 -0.010
O 1.80219 2.80691 2.62204 0.001
O 1.12139 4.23208 0.83303 -0.024
O -0.47053 3.36409 1.92529 -0.004
O 0.89188 5.00900 3.19015 -0.003
C 2.16037 -3.08132 1.11463 0.000
C 1.77410 -1.65751 1.38564 0.001
C 1.46849 -1.32575 2.86417 0.000
O 0.99653 0.03004 2.98463 0.000
C 0.08515 0.25774 4.05454 0.000
N 2.94511 -0.79087 1.05484 0.000
H 2.37883 -3.31517 0.07179 0.000
H 1.27946 -3.70173 1.31147 0.000
H 2.96106 -3.51995 1.71236 0.000
H 0.89817 -1.28721 0.85278 -0.002
H 2.37288 -1.37018 3.48091 0.000
H 0.74970 -2.04348 3.26370 0.000
H -0.81129 -0.34045 3.89132 0.000
H -0.11368 1.31957 4.16914 0.000
H 0.51390 -0.05688 5.01125 0.000
H 3.12824 -0.78977 0.04778 0.000
H 3.77271 -1.28074 1.39098 0.000
C -2.20462 0.33027 0.97121 0.031
C -2.77100 1.19115 -0.18830 -0.046
C -3.79413 2.21577 0.24814 -0.006
O -3.08150 3.15560 1.05088 0.006
C -3.78551 3.68273 2.15786 0.002
N -1.67489 1.80557 -0.95372 0.023
H -1.98146 1.00045 1.80455 -0.007
H -1.35284 -0.25590 0.64352 -0.007
H -3.03509 -0.29642 1.30123 0.001
H -3.47008 0.48657 -0.66213 0.001
H -4.57109 1.70044 0.82203 0.000
H -4.27903 2.76727 -0.56284 -0.003
H -3.91628 2.91816 2.93138 0.000
H -4.75758 4.07729 1.85570 0.001
H -3.14521 4.44492 2.59800 -0.001
H -2.10540 2.02293 -1.85198 0.010
H -1.11615 0.97068 -1.16634 -0.030
C -0.44536 -3.11800 -0.98318 0.000
C 0.25938 -2.16861 -1.96811 0.000
C -0.05180 -2.56869 -3.43734 0.000
O 0.45690 -3.86388 -3.66277 0.000
C 0.07881 -4.38542 -4.91273 0.000
N -0.18329 -0.79219 -1.68619 -0.001
H -1.47290 -3.35006 -1.26457 0.000
H -0.40243 -2.78231 0.04996 0.000
H 0.10029 -4.05750 -1.11955 0.000
H 1.34140 -2.18362 -1.80060 0.000
H 0.50033 -1.82848 -4.02250 0.000
H -1.14329 -2.56732 -3.49765 0.000
H 0.49859 -5.38663 -4.99531 0.000
H 0.49209 -3.82783 -5.76067 0.000
H -1.00900 -4.39627 -5.02865 0.000
H 0.58389 -0.38210 -1.15432 -0.001
H -0.05237 -0.30088 -2.57524 0.000
```

As for the highest occupied orbital energy (spin up / spin down): -6.61 / -6.61 eV. The calculation puts the total energy at -81775.94890 eV. Its expectation value of S² is 3.777. Its spin multiplicity is 4. As for the energy above the lowest of the compared OMol25 structures with the same formula, charge and spin: 14.2 kcal/mol. The calculation puts the LUMO energy (spin up / spin down) at -1.3 / -1.0 eV. The HOMO-LUMO gap (spin up / spin down) comes out at 0.1955 / 0.2072 Ha. The maximum force comes out at 4.34 eV/A. As for the molecular weight: 580.7 g mol⁻¹.